C3H5FO3 | ωB97M-V/def2-TZVPD

Output
HOMO-LUMO gap ... 10.58 eV
HOMO ... -10.15 eV
Energy relative to the best compared isomer or geometry (same formula, charge and spin) ... 93.16 kcal per mole
SMILES ... C[C@H](F)C(=O)OO

ORCA input file:
```
! wB97M-V def2-TZVPD RIJCOSX def2/J DEFGRID3
* xyz 0 1
C 1.65 -0.15 0.60
C 0.69 0.35 -0.49
F 0.79 1.67 -0.82
C -0.88 0.11 0.38
O -0.98 0.45 1.51
O -1.60 -0.31 -0.59
O -3.03 -0.48 -0.39
H 1.51 0.37 1.58
H 1.66 -1.24 0.64
H 2.57 0.15 0.25
H 0.96 -0.34 -1.37
H -3.36 -0.57 -1.31
*
```

Results of the natural (NBO) charge analysis, in e, for atoms 1 through 5: -0.67, 0.16, -0.34, 0.78, -0.55